# C14H32N2O10Sr

A structure of composition C14H32N2O10Sr in a non-equilibrium geometry (ωB97M-V/def2-TZVPD, OMol25).

As for the LUMO energy: 0.5 eV. The value obtained for the total energy is -39327.6208 eV. For the largest force on an atom, the calculation gives 0.159 hartree/bohr. The charge is 0. The energy relative to the best compared isomer or geometry (same formula, charge and spin) comes out at 2.390 eV. The HOMO energy is -0.32389 Eh. Its gap between HOMO and LUMO is 9.28 eV.

Positions of all 59 atoms, in Å:
Sr (0.264, 0.224, 0.231)
O (-1.037, 3.029, -2.652)
C (-0.819, 2.236, -1.695)
O (0.341, 2.099, -1.419)
O (-1.642, 1.634, -1.051)
H (-0.092, 2.987, -2.490)
O (-0.017, -3.561, 2.232)
C (0.250, -2.433, 1.645)
O (0.752, -1.430, 2.186)
O (-0.005, -2.414, 0.392)
H (-0.539, -3.916, 1.509)
C (3.694, 2.208, 0.690)
O (2.605, 1.880, 1.509)
C (2.211, 3.008, 2.242)
C (1.060, 2.502, 3.148)
N (-0.038, 2.111, 2.283)
C (-1.083, 1.440, 3.153)
C (-2.296, 0.883, 2.368)
O (-1.964, -0.185, 1.594)
C (-2.959, -1.172, 1.541)
H (4.601, 2.347, 1.279)
H (3.602, 3.147, 0.144)
H (3.966, 1.521, -0.112)
H (1.781, 3.914, 1.814)
H (3.092, 3.422, 2.732)
H (0.717, 3.392, 3.677)
H (1.377, 1.620, 3.704)
H (-0.290, 3.028, 1.943)
H (-1.329, 2.324, 3.742)
H (-0.676, 0.695, 3.836)
H (-2.821, 1.648, 1.795)
H (-2.937, 0.504, 3.164)
H (-2.980, -1.647, 2.523)
H (-2.534, -1.905, 0.856)
H (-3.957, -0.850, 1.246)
C (-3.903, -2.982, -2.657)
O (-2.779, -2.396, -3.167)
C (-2.447, -1.103, -2.836)
C (-0.966, -0.888, -3.335)
N (0.073, -1.134, -2.248)
C (1.381, -0.738, -2.719)
C (2.535, -1.256, -1.736)
O (2.340, -0.682, -0.490)
C (3.458, -1.045, 0.422)
H (-3.818, -4.068, -2.618)
H (-4.666, -2.800, -3.414)
H (-4.268, -2.651, -1.685)
H (-2.736, -0.812, -1.826)
H (-3.154, -0.450, -3.349)
H (-0.812, 0.033, -3.898)
H (-0.776, -1.733, -3.997)
H (-0.059, -2.052, -1.849)
H (1.434, 0.334, -2.907)
H (1.697, -1.252, -3.627)
H (3.490, -0.884, -2.109)
H (2.671, -2.337, -1.767)
H (4.377, -0.468, 0.322)
H (3.626, -2.120, 0.351)
H (3.005, -0.805, 1.384)

***

# C14H32N6O6SV

A structure of composition C14H32N6O6SV in a non-equilibrium geometry (ωB97M-V/def2-TZVPD, OMol25).

As for the LUMO energy (alpha / beta): -5.0 / -5.5 eV. The value obtained for the total energy is -72770.8166 eV. For the largest force on an atom, the calculation gives 0.083 hartree/bohr. As for the spin multiplicity: 3. The charge is +1. The HOMO energy (alpha / beta) is -0.37595 / -0.36456 Eh. Its gap between HOMO and LUMO (alpha / beta) is 5.20 / 4.42 eV.

Positions of all 60 atoms, in Å:
O (0.112, -1.140, -3.522)
H (0.279, -0.831, -4.450)
V (0.685, 0.243, 0.072)
N (1.867, -1.480, -0.619)
N (-0.515, -1.660, 0.080)
N (1.080, 2.189, 0.151)
N (-0.955, 1.108, 0.898)
O (3.097, -1.227, -0.754)
O (2.173, 2.842, -0.494)
O (-2.019, 0.464, 1.475)
O (-1.643, -1.848, 0.750)
C (0.010, -2.820, -0.398)
C (1.296, -2.661, -0.962)
C (0.226, 3.068, 0.690)
C (-0.921, 2.438, 1.182)
C (1.997, -3.652, -1.793)
H (1.865, -3.410, -2.850)
H (1.596, -4.649, -1.634)
H (3.064, -3.660, -1.574)
C (-0.731, -4.076, -0.219)
H (-1.724, -4.028, -0.668)
H (-0.862, -4.319, 0.841)
H (-0.201, -4.913, -0.671)
C (0.606, 4.474, 0.858)
C (-1.878, 3.064, 2.098)
H (1.180, 4.850, 0.016)
H (1.220, 4.593, 1.757)
H (-0.278, 5.104, 0.983)
H (-2.606, 2.357, 2.488)
H (-2.398, 3.873, 1.587)
H (-1.349, 3.522, 2.939)
H (2.625, 2.126, -0.983)
H (-1.907, -0.606, 1.139)
C (-1.854, -0.148, -2.393)
H (-1.423, -1.000, -2.902)
H (-1.399, 0.843, -2.452)
H (-2.456, -0.193, -1.475)
O (1.002, 0.546, -1.757)
H (0.578, -0.510, -2.908)
H (0.626, 1.425, -1.906)
C (2.728, 1.953, 2.942)
N (1.614, 1.439, 3.743)
C (1.671, 1.742, 5.180)
C (0.997, 0.302, 3.330)
S (1.632, -0.577, 1.992)
N (-0.062, -0.177, 4.012)
C (-1.009, 0.729, 4.659)
C (-0.478, -1.561, 3.851)
H (3.186, 2.773, 3.510)
H (2.353, 2.333, 1.983)
H (3.471, 1.165, 2.744)
H (0.930, 2.514, 5.437)
H (1.501, 0.837, 5.782)
H (2.672, 2.136, 5.398)
H (-2.025, 0.391, 4.417)
H (-0.877, 0.698, 5.751)
H (-0.879, 1.755, 4.292)
H (-1.068, -1.704, 2.931)
H (0.406, -2.209, 3.815)
H (-1.089, -1.823, 4.722)